No. 1
DFT (ωB97M-V/def2-TZVPD) results for a cluster of 6 separate species, C25H44O20PS in total.

XYZ file:
```
91
Properties=species:S:1:pos:R:3:forces:R:3
O 7.16986 5.16507 8.44898 2.41 -1.59 -2.04
S 7.61104 4.55560 7.16024 -4.23 3.09 0.86
O 6.77653 5.08397 6.05434 2.64 -1.62 1.22
O 9.19686 4.97586 6.78059 -1.37 -0.83 0.36
C 7.54834 2.72990 7.38359 1.00 -1.03 -0.48
C 7.06720 1.90049 6.11926 -0.09 -0.86 0.46
C 5.55039 1.44874 6.18159 0.51 -1.33 -0.03
P 4.30508 2.65804 5.37097 2.21 -0.90 -2.54
O 2.86682 1.70577 5.76505 -0.92 2.10 1.15
C 2.10809 2.66268 6.50727 -0.31 0.16 1.26
C 3.14699 3.16374 7.63140 -0.66 -1.06 -0.64
O 4.33397 3.52481 6.89757 -2.12 0.04 0.80
H 9.14956 5.21111 5.83509 -0.12 -0.05 0.33
H 6.93093 2.46678 8.28562 0.31 0.94 -1.00
H 8.60230 2.41608 7.64762 -0.95 0.62 -0.33
H 7.34333 2.38487 5.13791 -0.53 -0.19 1.06
H 7.66999 0.94042 6.14052 -0.38 1.06 0.10
H 5.24271 1.14669 7.23146 0.55 0.45 -0.92
H 5.50138 0.48624 5.58153 0.03 0.95 0.59
H 3.51984 3.69438 4.70584 -0.44 -0.33 0.39
H 4.35267 1.80397 4.19764 -0.14 0.66 0.00
H 5.42429 3.32769 4.75394 0.19 0.44 0.68
H 1.76512 3.57650 5.93083 0.59 -0.92 0.11
H 1.13836 2.21720 6.88700 1.18 0.16 0.02
H 2.72829 3.95481 8.31894 0.63 -0.37 -0.87
H 3.33979 2.23864 8.25935 -0.02 0.87 -0.38
C 1.92281 -0.10636 -0.05608 0.29 -0.38 -0.02
C 2.36619 -0.32825 1.37270 -0.35 0.34 -0.84
C 3.22010 0.77244 1.93330 -0.22 0.55 0.40
O 3.96986 0.08858 2.93168 0.08 -1.10 -0.45
C 4.06528 -1.20490 2.53437 0.28 0.14 0.35
O 4.77527 -2.01902 3.03961 -0.15 0.05 -0.19
O 3.24196 -1.45406 1.47484 0.19 -0.10 0.33
H 1.48037 -1.01365 -0.46280 -0.07 0.12 0.10
H 1.19091 0.69979 -0.11692 0.04 -0.03 0.06
H 2.77134 0.14437 -0.69793 0.02 0.08 0.12
H 1.49580 -0.52386 2.00875 0.08 0.06 0.08
H 2.63493 1.57883 2.37497 0.22 -0.06 0.23
H 3.91995 1.19447 1.20526 -0.12 -0.09 -0.11
C -4.31840 1.26779 -1.45355 -0.15 -0.38 0.27
C -2.86792 1.06729 -1.08860 -0.73 0.49 -0.17
C -1.88818 1.88253 -1.89777 0.01 0.78 -0.52
O -0.70010 1.08311 -1.80644 -0.02 -0.64 0.16
C -1.10285 -0.19955 -1.64753 0.19 -0.06 -0.05
O -0.38341 -1.15020 -1.72317 -0.40 0.02 -0.26
O -2.43655 -0.26840 -1.38796 0.54 -0.08 0.00
H -4.94106 0.51134 -0.96927 0.04 0.14 0.13
H -4.66349 2.25665 -1.14696 0.08 -0.04 0.03
H -4.47429 1.16392 -2.51308 0.01 0.05 -0.34
H -2.73622 1.23192 -0.01320 0.17 -0.04 -0.06
H -1.72651 2.87408 -1.47252 0.26 -0.16 0.11
H -2.13470 1.98800 -2.97920 0.13 -0.14 1.52
C -5.02396 -0.61284 -7.88864 0.37 0.16 -0.16
C -4.93054 -0.25383 -6.42386 -0.56 -0.56 -0.96
C -5.92627 0.77623 -5.98027 -0.47 0.00 0.07
O -5.25604 1.36207 -4.85888 0.63 0.15 0.04
C -3.92377 1.21792 -5.07940 0.21 0.06 -0.12
O -3.06131 1.74491 -4.43488 -0.87 -0.22 -1.08
O -3.68810 0.39389 -6.12753 0.02 0.43 0.63
H -4.16291 -1.20976 -8.19094 -0.16 -0.12 0.07
H -5.93326 -1.17920 -8.09360 0.06 -0.03 0.08
H -5.02138 0.28325 -8.51488 -0.07 0.03 0.11
H -4.98951 -1.15567 -5.81318 -0.08 0.16 0.02
H -6.87973 0.34186 -5.68208 0.12 0.10 0.21
H -6.10567 1.55884 -6.72374 0.09 -0.08 -0.03
C 0.21058 -3.24786 -5.31412 0.08 -0.33 -0.14
C -1.01853 -2.71944 -6.01742 0.94 -0.07 0.48
C -2.15974 -2.39407 -5.09911 -0.08 0.50 0.41
O -3.28968 -2.54363 -5.96512 0.26 -0.49 -0.27
C -2.93576 -3.44924 -6.91677 -0.03 -0.33 -0.22
O -3.69446 -3.94194 -7.69151 0.06 0.16 0.13
O -1.60421 -3.71691 -6.86394 -0.66 0.19 -0.08
H 0.92286 -3.64600 -6.03940 -0.01 0.16 0.00
H 0.69786 -2.46079 -4.73683 -0.08 0.00 -0.03
H -0.04358 -4.06838 -4.63934 -0.08 0.10 0.01
H -0.75191 -1.86330 -6.64637 -0.13 0.01 0.04
H -2.10561 -1.38083 -4.70149 -0.19 -0.02 -0.11
H -2.26608 -3.09888 -4.26986 0.14 -0.02 -0.07
C -3.13895 -4.60591 -1.08759 -0.03 0.01 -0.41
C -4.20939 -3.69091 -0.53877 0.96 -0.50 -0.13
C -5.25326 -4.38907 0.28396 -0.06 -0.11 0.49
O -6.37806 -3.52078 0.13072 0.01 0.15 -0.34
C -6.23283 -2.89895 -1.07119 -0.26 0.22 -0.25
O -7.07618 -2.24395 -1.59827 0.16 -0.13 0.12
O -4.99748 -3.12654 -1.59163 -0.53 0.12 0.26
H -2.53116 -4.08042 -1.82633 0.07 0.07 0.19
H -2.48838 -4.96756 -0.29005 -0.03 0.09 -0.01
H -3.57950 -5.46694 -1.59661 -0.07 0.03 0.10
H -3.74861 -2.86475 0.01282 -0.09 -0.02 0.01
H -4.97247 -4.48153 1.33270 -0.19 0.13 -0.02
H -5.52386 -5.37607 -0.10326 0.14 0.05 -0.08
```
Positions in Å, forces in eV/Å.

HOMO level: -4.0 eV
Max |F|: 5.31 eV Å⁻¹
Charge: -1
Energy: -3223.34511 a.u.

=====

No. 2
DFT (ωB97M-V/def2-TZVPD) results for the ion C20H32N2O2P with charge +1.

XYZ file:
```
57
Properties=species:S:1:pos:R:3:forces:R:3
C 1.31692 -4.01820 -3.54082 -0.44 0.05 0.40
C 0.06678 -4.64639 -2.87436 0.34 0.20 -0.77
C -1.24553 -3.89072 -3.15394 0.08 -0.41 0.64
C -1.77236 -3.04735 -1.96809 -0.10 0.07 -0.99
C -1.83760 -1.54997 -2.30168 0.18 -0.02 0.39
C -1.87235 -0.64034 -1.05446 0.19 -0.49 -0.42
C -0.53198 -0.14185 -0.56354 0.48 -0.11 -0.19
C 0.58493 -0.83896 -0.95734 -0.25 0.07 0.20
C 1.90705 -0.49118 -0.62457 0.57 0.35 0.15
C 3.05273 -1.31924 -1.12319 -0.32 0.06 -0.10
C 3.33793 -2.52631 -0.22530 0.30 0.02 -0.49
C 2.14136 0.62029 0.13699 -0.74 -0.24 -0.15
C 1.04474 1.37173 0.60528 0.70 0.11 0.16
C 1.32869 2.51136 1.39284 -0.85 -0.20 -0.17
C 0.30764 3.26837 1.87360 0.86 0.38 -0.02
C 0.51496 4.48006 2.72565 -0.29 -0.12 0.16
C 0.16616 4.19923 4.20410 0.44 -0.20 0.27
C 1.40186 3.97920 5.10070 -0.14 -0.07 0.01
N -0.95940 2.89343 1.57572 0.15 -0.11 0.01
C -1.31920 1.82460 0.84783 0.02 0.40 -0.05
P -3.16246 1.65307 0.79233 -1.19 -1.02 0.48
N -3.73147 0.32026 1.29255 0.84 0.33 -0.18
O -3.60454 2.19567 -0.64604 0.52 0.30 0.09
O -3.74345 2.82847 1.70695 0.84 0.54 -0.20
C -0.30845 1.01028 0.29369 -0.39 -0.23 -0.20
H 1.02551 -3.17406 -4.16058 0.09 0.14 -0.11
H 2.01893 -3.66744 -2.79019 0.23 0.07 0.00
H 1.82653 -4.73246 -4.17565 0.17 -0.08 -0.07
H -0.02827 -5.64516 -3.28782 -0.08 -0.22 0.14
H 0.23716 -4.75430 -1.80656 -0.11 -0.08 0.16
H -1.99528 -4.63945 -3.39136 -0.17 -0.01 -0.11
H -1.13187 -3.27590 -4.04389 -0.02 0.10 -0.11
H -2.79387 -3.37560 -1.80078 -0.10 0.00 0.49
H -1.19326 -3.25114 -1.07045 0.08 0.05 0.15
H -2.76229 -1.37794 -2.84380 -0.08 0.05 -0.18
H -1.03017 -1.26966 -2.97631 0.10 0.10 -0.03
H -2.30013 -1.25575 -0.26865 -0.34 0.17 0.21
H -2.57900 0.14349 -1.29087 0.01 0.21 0.33
H 0.50361 -1.72501 -1.56552 -0.31 -0.07 -0.17
H 2.80613 -1.66169 -2.12683 0.05 -0.09 -0.11
H 3.92733 -0.68504 -1.22835 0.17 0.07 0.15
H 4.33922 -2.88199 -0.44990 0.13 -0.12 0.08
H 3.29334 -2.27929 0.82974 -0.09 0.00 0.14
H 2.66411 -3.34308 -0.46631 -0.23 -0.07 0.25
H 3.14729 0.92021 0.37827 0.13 0.13 0.08
H 2.34777 2.78272 1.60181 0.17 0.03 0.05
H -0.06424 5.32201 2.34795 -0.12 0.01 -0.15
H 1.55961 4.74883 2.62113 0.13 0.20 0.06
H -0.41965 5.00522 4.62926 -0.17 0.18 -0.15
H -0.44839 3.30209 4.25790 -0.23 0.00 0.00
H 1.43175 4.71331 5.89816 0.07 0.13 0.07
H 2.33416 4.05669 4.54748 0.09 0.01 -0.07
H 1.38429 3.00494 5.57929 0.01 -0.12 0.01
H -1.67837 3.48006 1.97727 -0.24 -0.21 0.10
H -2.98967 -0.32298 1.54376 -0.34 -0.30 0.12
H -2.90275 2.08750 -1.29935 -0.22 0.02 -0.28
H -3.61248 3.70537 1.31623 -0.59 0.04 -0.08
```
Positions in Å, forces in eV/Å.

HOMO level: -12.3 eV
Max |F|: 1.64 eV Å⁻¹
SMILES: CCCCCCc1cc(CC)cc2cc(CCC)[nH+]c(P(=N)(O)O)c12
Charge: +1
Energy: -1382.45795 a.u.

=====

No. 3
DFT (ωB97M-V/def2-TZVPD) results for a cluster of 2 separate species, C33H27N2O in total.

XYZ file:
```
63
Properties=species:S:1:pos:R:3:forces:R:3
C -5.22026 -3.84158 -0.50052 -0.15 -0.29 0.18
C -3.98166 -3.00842 -0.58302 -0.06 0.34 -0.07
C -4.07271 -1.67477 -1.01091 0.05 0.11 -0.03
C -2.94577 -0.88702 -1.09049 0.33 0.29 0.07
C -1.65569 -1.37461 -0.70515 -0.50 -0.35 -0.24
C -0.56715 -0.46771 -0.72919 0.18 -0.42 0.07
C 0.75756 -0.63150 -0.24029 0.40 0.22 0.26
C 1.17677 -1.63483 0.68034 0.15 -0.19 0.02
C 2.51261 -1.78686 1.01964 -0.25 0.10 -0.01
C 3.45561 -0.89037 0.50475 1.19 -0.19 -0.28
O 4.80671 -1.03901 0.82271 -1.29 0.32 0.17
C 5.59081 -1.83966 -0.02080 -0.02 -0.26 -0.62
C 6.47771 -1.20033 -0.88920 -0.35 -0.36 0.16
C 7.22108 -1.97728 -1.77759 0.04 -0.09 0.15
C 7.10390 -3.37174 -1.76902 -0.11 0.11 0.12
C 6.22636 -3.99107 -0.87215 0.04 0.14 0.02
C 5.45368 -3.22797 0.00794 0.25 0.37 -0.18
C 3.07340 0.18358 -0.31334 -0.04 -0.14 0.08
C 1.74887 0.30135 -0.67851 -0.26 0.10 -0.05
C -1.57452 -2.76260 -0.37036 -0.13 0.12 0.22
C -2.72095 -3.53599 -0.26960 0.43 0.02 -0.02
H -5.02607 -4.77826 0.02837 -0.06 0.11 -0.10
H -6.02130 -3.30979 0.02778 0.19 -0.04 -0.13
H -5.60707 -4.09350 -1.49805 0.17 0.13 0.17
H -5.04991 -1.26333 -1.27340 0.34 -0.09 0.04
H -3.02124 0.14557 -1.43666 -0.07 -0.21 0.19
H -0.75103 0.48226 -1.23317 -0.07 -0.11 0.11
H 0.44298 -2.28584 1.15106 0.21 0.22 -0.10
H 2.85504 -2.57722 1.68953 -0.23 0.31 -0.15
H 6.54956 -0.11477 -0.85768 0.05 -0.24 -0.07
H 7.90260 -1.48152 -2.46921 -0.16 -0.20 0.17
H 7.70413 -3.97484 -2.45622 -0.26 0.23 0.27
H 6.14312 -5.07758 -0.84622 0.04 0.28 -0.05
H 4.76370 -3.68399 0.71632 0.21 0.02 -0.20
H 3.82958 0.89313 -0.65027 -0.25 -0.24 0.07
H 1.44358 1.11436 -1.34160 0.09 -0.22 0.21
H -0.60044 -3.22219 -0.21673 -0.33 0.06 -0.03
H -2.65662 -4.57908 0.05024 0.09 0.33 -0.22
C -1.67209 2.19830 1.28764 0.31 -1.87 1.26
N -1.61737 1.27978 2.31104 0.18 -0.60 0.26
N -1.54874 0.48291 3.14231 -0.22 2.37 -2.45
C -2.96556 2.30810 0.61459 -1.19 -0.47 -0.07
C -3.16034 2.86382 -0.67102 0.10 -0.21 0.40
C -4.44344 3.02218 -1.19637 -0.16 -0.19 0.24
C -5.56714 2.60366 -0.47706 0.24 -0.02 0.13
C -5.39060 1.98772 0.76846 0.28 -0.04 -0.19
C -4.11035 1.81331 1.29167 0.05 0.32 -0.35
C -0.51086 3.08394 1.17762 1.18 0.26 0.49
C -0.13244 3.78025 0.00715 -0.13 -0.26 0.37
C 0.90050 4.71860 0.03573 0.16 -0.10 0.34
C 1.62497 4.94932 1.20998 -0.30 -0.18 0.03
C 1.32117 4.20499 2.35747 -0.11 -0.20 -0.31
C 0.29367 3.26152 2.33198 -0.06 0.39 -0.35
H -2.30501 3.14306 -1.27710 -0.37 0.11 0.15
H -4.56685 3.48036 -2.17743 0.05 -0.14 0.23
H -6.56876 2.74889 -0.88019 0.27 -0.02 0.09
H -6.25062 1.64914 1.34779 0.22 0.06 -0.22
H -3.98641 1.30843 2.25164 -0.16 0.29 -0.21
H -0.62420 3.56339 -0.93610 0.13 0.29 0.26
H 1.13967 5.28059 -0.86678 -0.04 -0.20 0.19
H 2.41906 5.69463 1.23424 -0.23 -0.18 -0.03
H 1.87311 4.36236 3.28474 -0.08 -0.06 -0.30
H 0.08165 2.67574 3.22865 0.03 0.35 -0.18
```
Positions in Å, forces in eV/Å.

HOMO level: -9.9 eV
Max |F|: 3.42 eV Å⁻¹
Charge: +1
Energy: -1458.14286 a.u.